No. 1
# CHBr3S

A molecular structure, CHBr3S in a non-equilibrium geometry (ωB97M-V with the def2-TZVPD basis set, OMol25).

- energy relative to the best compared isomer or geometry (same formula, charge and spin) (kJ/mol) = 244.7
- DFT total energy (eV) = -222012.3241
- max |F| (eV/A) = 2.37
- net charge = 0
- gap between HOMO and LUMO (alpha / beta) (eV) = 6.1 / 6.1

Last column: Mulliken charge in e.
CARTESIAN COORDINATES (ANGSTROEM)
Br 0.02 2.38 0.47  0.0832
Br -1.70 2.07 3.11  0.0466
Br -1.53 0.69 -1.80  -0.0282
S -2.16 0.20 2.38  -0.1501
C -0.43 0.65 -0.13  -0.3330
H 0.36 -0.11 -0.07  0.3816

---

No. 2
# CHBrClO4S

2 unconnected molecules or ions with the total composition CHBrClO4S in a non-equilibrium geometry (ωB97M-V with the def2-TZVPD basis set, OMol25).

- energy relative to the best compared isomer or geometry (same formula, charge and spin) (kJ/mol) = 376.7
- DFT total energy (eV) = -102642.6079
- max |F| (eV/A) = 4.37
- net charge = -1
- gap between HOMO and LUMO (eV) = 8.7

Last column: Mulliken charge in e.
CARTESIAN COORDINATES (ANGSTROEM)
Br 0.44 -2.22 -0.90  -0.0285
Cl 0.51 0.64 -2.03  -0.0760
S -0.95 0.15 0.44  1.0520
O 2.02 0.30 0.52  -0.6278
O -2.07 -0.28 -0.43  -0.6322
O -0.88 -0.71 1.60  -0.5834
O -0.77 1.56 0.64  -0.6203
C 0.41 -0.35 -0.66  0.1655
H 1.29 0.90 0.82  0.3509

---

No. 3
# CHBrN4

2 unconnected molecules or ions with the total composition CHBrN4 in a non-equilibrium geometry (ωB97M-V with the def2-TZVPD basis set, OMol25).

- energy relative to the best compared isomer or geometry (same formula, charge and spin) (kJ/mol) = 117.3
- DFT total energy (eV) = -77048.9088
- 2S+1 = 3
- max |F| (eV/A) = 5.86
- net charge = 0
- gap between HOMO and LUMO (alpha / beta) (eV) = 7.5 / 7.1

Last column: Löwdin spin population.
CARTESIAN COORDINATES (ANGSTROEM)
Br 1.96 -1.64 -0.14  0.8136
N -1.03 -0.43 1.38  0.0156
N 0.42 1.84 0.11  0.5732
N 0.92 -0.26 -0.72  0.4568
N 0.81 0.83 -0.24  0.1402
C -1.36 -0.28 0.29  0.0013
H -1.71 -0.07 -0.67  -0.0007

---

No. 4
# CHBrNO2

A molecular structure, CHBrNO2 in a non-equilibrium geometry (ωB97M-V with the def2-TZVPD basis set, OMol25).

- energy relative to the best compared isomer or geometry (same formula, charge and spin) (kJ/mol) = 114.3
- DFT total energy (eV) = -76680.7926
- max |F| (eV/A) = 6.38
- net charge = -1
- gap between HOMO and LUMO (eV) = 7.7

Last column: Mulliken charge in e.
CARTESIAN COORDINATES (ANGSTROEM)
Br -1.73 -1.37 -0.07  -0.1470
O 1.12 1.32 0.14  -0.7172
O 0.97 -0.60 1.31  -0.6970
N -0.35 -0.24 -0.48  -0.3364
C 0.68 0.21 0.45  0.6257
H -0.69 0.68 -1.35  0.2719

---

No. 5
# CHBrS

2 unconnected molecules or ions with the total composition CHBrS in a non-equilibrium geometry (ωB97M-V with the def2-TZVPD basis set, OMol25).

- energy relative to the best compared isomer or geometry (same formula, charge and spin) (kJ/mol) = 251.2
- DFT total energy (eV) = -81927.0936
- max |F| (eV/A) = 3.43
- net charge = 0
- gap between HOMO and LUMO (alpha / beta) (eV) = 8.7 / 5.0

Last column: Mulliken charge in e.
CARTESIAN COORDINATES (ANGSTROEM)
Br 2.24 -0.55 -0.57  -0.2387
S -1.40 -0.94 1.33  -0.0047
C -0.77 0.29 0.74  0.3837
H 0.15 0.24 0.24  -0.1403

---

No. 6
# CHCaF3MgNO3S2

A molecular structure, CHCaF3MgNO3S2 in a non-equilibrium geometry (ωB97M-V with the def2-TZVPD basis set, OMol25).

- energy relative to the best compared isomer or geometry (same formula, charge and spin) (kJ/mol) = 23.4
- DFT total energy (eV) = -62383.7053
- max |F| (eV/A) = 2.91
- net charge = +1
- gap between HOMO and LUMO (eV) = 5.9

Last column: Mulliken charge in e.
CARTESIAN COORDINATES (ANGSTROEM)
Ca -2.01 0.00 -0.39  1.6242
S 1.52 0.04 -0.33  0.6084
S -0.27 1.95 0.82  -0.2729
Mg 1.88 1.96 1.89  0.8740
F 1.49 -1.89 1.47  -0.2268
F 0.80 -2.47 -0.49  -0.2285
F 2.91 -2.17 -0.14  -0.1978
O 2.59 0.66 0.62  -0.4829
O -2.90 1.79 -0.51  -0.5785
O -3.83 0.63 -1.24  -0.5363
N 0.03 0.28 0.26  -0.6969
C 1.69 -1.75 0.18  0.7585
H -3.91 0.96 -2.14  0.3556

---

No. 7
# CHCl2FS

2 unconnected molecules or ions with the total composition CHCl2FS in a non-equilibrium geometry (ωB97M-V with the def2-TZVPD basis set, OMol25).

- energy relative to the best compared isomer or geometry (same formula, charge and spin) (kJ/mol) = 24.0
- DFT total energy (eV) = -39649.9721
- SMILES = S=C(Cl)Cl.F
- max |F| (eV/A) = 2.20
- net charge = 0
- gap between HOMO and LUMO (eV) = 8.5

Last column: Mulliken charge in e.
CARTESIAN COORDINATES (ANGSTROEM)
Cl 0.03 -3.99 -0.47  -0.0626
Cl 1.50 -2.56 -2.35  -0.0549
S 2.71 -2.94 0.30  -0.1419
F 0.41 0.23 -0.70  -0.3896
C 1.43 -3.07 -0.71  0.2555
H 0.34 -0.30 0.09  0.3935

---

No. 8
# CHCl2FS

2 unconnected molecules or ions with the total composition CHCl2FS in a non-equilibrium geometry (ωB97M-V with the def2-TZVPD basis set, OMol25).

- energy relative to the best compared isomer or geometry (same formula, charge and spin) (kJ/mol) = 268.6
- DFT total energy (eV) = -39647.4378
- max |F| (eV/A) = 4.74
- net charge = 0
- gap between HOMO and LUMO (alpha / beta) (eV) = 8.9 / 6.9

Last column: Mulliken charge in e.
CARTESIAN COORDINATES (ANGSTROEM)
Cl 2.01 -0.97 -0.01  -0.0621
Cl 0.72 1.69 0.22  -0.0709
S -1.69 -0.79 -1.22  -0.1464
F 0.18 -0.32 1.64  -0.1246
C 0.71 -0.02 0.49  0.3076
H -1.93 0.40 -1.13  0.0965